A structure of composition C11H27HfNO8 at a distorted geometry, computed with ωB97M-V/def2-TZVPD.

The calculation puts the gap between HOMO and LUMO at 0.0508 Ha. Its HOMO energy is -0.4813 hartree. Its charge is +2.

Last column: natural (NBO) charge in e.
Positions of all 48 atoms, in Å:
Hf: -20.517 2.077 -6.243  1.33
N: -24.276 0.025 -7.310  0.70
O: -25.430 -0.426 -7.521  -0.32
O: -23.702 0.838 -8.010  -0.37
O: -23.483 -0.284 -6.409  -0.34
C: -24.880 6.648 -7.852  -0.65
C: -23.864 6.773 -6.772  0.01
C: -24.491 7.431 -5.515  -0.57
O: -23.170 5.544 -6.554  -0.18
H: -25.104 7.658 -8.193  0.24
H: -25.809 6.166 -7.548  0.25
H: -24.534 6.102 -8.730  0.25
H: -23.189 7.572 -7.077  0.35
H: -24.845 8.432 -5.760  0.26
H: -23.758 7.634 -4.735  0.25
H: -25.423 6.958 -5.203  0.26
C: -22.823 0.714 -1.766  -0.28
O: -22.872 1.845 -2.658  -0.55
C: -23.536 2.897 -1.996  -0.08
C: -25.127 2.764 -1.949  -0.10
O: -25.593 2.302 -3.216  -0.52
C: -27.037 2.286 -3.233  -0.26
H: -23.610 0.747 -1.013  0.19
H: -21.897 0.557 -1.213  0.19
H: -23.017 -0.218 -2.297  0.20
H: -23.300 3.721 -2.670  0.17
H: -23.088 3.102 -1.024  0.19
H: -25.615 3.687 -1.636  0.18
H: -25.380 2.017 -1.196  0.18
H: -27.470 3.278 -3.109  0.17
H: -27.454 1.693 -2.419  0.19
H: -27.305 1.878 -4.208  0.20
C: -32.533 4.463 -14.186  -0.28
O: -31.545 3.848 -13.363  -0.43
C: -31.823 2.540 -12.880  -0.10
C: -30.644 2.194 -12.005  -0.09
O: -29.565 1.935 -12.883  -0.43
C: -28.207 1.900 -12.457  -0.25
H: -32.254 5.471 -14.492  0.22
H: -33.554 4.469 -13.804  0.20
H: -32.634 3.958 -15.147  0.20
H: -32.084 1.948 -13.757  0.22
H: -32.823 2.605 -12.451  0.21
H: -30.776 1.319 -11.368  0.21
H: -30.301 2.936 -11.284  0.20
H: -27.605 1.879 -13.366  0.22
H: -28.092 1.010 -11.839  0.20
H: -28.025 2.789 -11.854  0.18